Entry 1:
18
Properties=species:S:1:pos:R:3:forces:R:3:mulliken_charge:R:1 method="wB97M-V/def2-TZVPD" smiles="CC[C@@H](C)NC=O" de_lowest_kj_mol=26.4 gap_ha=0.3905 homo_energy_ev=-9.70 lumo_ev=0.921
C -0.5357 1.0977 -1.5719 -0.03 0.06 -0.03 -1.24
C -0.3793 -0.3654 -1.1644 0.03 -0.02 -0.01 -0.39
C -0.1191 -0.5891 0.3406 -0.09 -0.09 0.01 0.32
C 0.6114 -1.9073 0.5771 0.02 -0.06 0.01 -1.56
N 0.6124 0.5030 0.9711 -0.04 0.13 0.03 -0.11
C -0.0167 1.5052 1.6383 -0.09 -0.03 -0.02 -0.07
O -1.2195 1.5874 1.8030 0.39 -0.01 -0.03 -0.55
H -1.2381 1.6237 -0.9169 0.06 -0.10 -0.11 0.30
H 0.4249 1.6233 -1.5234 -0.17 -0.06 0.00 0.30
H -0.9008 1.1710 -2.6016 0.06 0.01 0.15 0.39
H -1.2881 -0.9227 -1.4210 0.13 0.04 0.01 0.32
H 0.4336 -0.8218 -1.7461 -0.07 0.07 0.08 0.28
H -1.0820 -0.6012 0.8603 0.11 -0.01 -0.09 0.28
H 0.0550 -2.7361 0.1269 0.07 0.12 0.06 0.35
H 1.6043 -1.8884 0.1074 -0.14 0.01 0.08 0.38
H 0.7371 -2.1118 1.6446 -0.04 0.04 -0.14 0.39
H 1.6100 0.5739 0.8387 -0.10 0.00 0.05 0.26
H 0.6906 2.2586 2.0372 -0.10 -0.11 -0.05 0.35

=====

Entry 2:
49
Properties=species:S:1:pos:R:3:forces:R:3:mulliken_charge:R:1 method="wB97M-V/def2-TZVPD" smiles=Cc1ccc([C@@H](c2cn(C)c3ccccc23)[C@@H]([N+]#N)c2ccc(Br)cc2)cc1 de_lowest_kj_mol=94.2 gap_ha=0.2162 homo_energy_ev=-10.74 charge=+1 lumo_ev=-4.854
C -5.0645 7.0010 3.4677 -0.37 0.09 -0.13 -1.43
C -3.7787 6.2422 3.5913 0.01 0.14 0.17 1.02
C -3.5549 5.3825 4.6713 0.58 -0.34 0.16 -0.94
C -2.3000 4.7841 4.8479 -0.41 0.10 -0.51 -0.04
C -1.2954 5.0505 3.9230 0.18 -0.30 -0.04 0.26
C 0.1241 4.5541 4.0669 0.44 1.31 1.68 0.49
C 0.7120 4.7025 5.4856 0.58 0.32 -0.18 0.66
C 1.9325 4.1997 5.9297 -0.22 0.53 0.79 -1.99
N 2.1355 4.5535 7.2457 -0.22 0.21 -0.39 0.11
C 3.2780 4.2154 8.0685 0.40 -0.14 -0.01 -0.88
C 1.1141 5.3991 7.6534 0.37 -0.21 -1.15 0.13
C 1.0249 6.0860 8.8496 -0.83 0.49 0.29 -0.94
C -0.0021 7.0290 8.9661 0.59 -0.71 -0.07 -0.73
C -0.8330 7.2935 7.8702 0.05 -0.26 -0.63 -0.93
C -0.6928 6.6244 6.6444 -0.60 0.43 0.44 0.00
C 0.2384 5.5925 6.5413 0.77 -0.35 0.41 0.43
C 0.4091 3.2495 3.3934 -0.58 -0.60 -1.54 1.06
N 0.9578 2.1108 4.5073 2.49 -1.90 3.48 0.34
N 1.5009 1.6389 5.3795 -2.95 2.17 -4.50 -0.39
C -0.6599 2.5202 2.5703 0.01 -1.07 0.01 0.05
C -1.0040 2.9977 1.2933 0.50 -0.17 -0.12 -0.29
C -1.5729 2.1637 0.3214 0.06 -0.30 0.76 -0.78
C -1.8811 0.8375 0.6647 0.26 0.10 0.46 0.08
Br -2.5883 -0.3472 -0.6413 0.19 0.31 0.30 -0.14
C -1.6220 0.3586 1.9606 0.11 0.71 -0.38 -0.75
C -1.0373 1.2115 2.9087 0.12 -0.14 -0.61 -0.32
C -1.5379 5.8489 2.8103 -0.12 0.11 -0.11 -0.65
C -2.7773 6.4374 2.6375 -0.12 0.09 0.14 -1.11
H -5.0558 7.5858 2.5422 -0.21 -0.19 0.12 0.36
H -5.9173 6.3102 3.4719 0.09 0.24 -0.10 0.34
H -5.2208 7.7178 4.2853 0.17 -0.28 -0.07 0.31
H -4.3413 5.1923 5.4053 0.19 0.15 -0.26 0.43
H -2.0753 4.1437 5.6991 -0.22 0.17 -0.08 0.43
H 0.7092 5.2743 3.4725 0.08 -0.29 -0.07 0.55
H 2.7590 3.6913 5.4248 -0.53 0.15 0.13 0.83
H 3.1229 4.6726 9.0523 0.20 -0.43 -0.29 0.25
H 3.3970 3.1257 8.1533 -0.16 0.32 0.17 0.31
H 4.2167 4.6130 7.6589 -0.29 0.04 0.01 0.34
H 1.7202 5.8789 9.6538 -0.17 0.22 0.03 0.26
H -0.1285 7.5577 9.9073 -0.03 -0.02 -0.24 0.40
H -1.6053 8.0426 7.9778 0.05 0.09 -0.11 0.42
H -1.2868 6.9162 5.7739 0.09 -0.08 0.54 0.51
H 1.2734 3.3677 2.7158 0.20 -0.66 0.84 0.50
H -0.7217 4.0100 1.0191 -0.03 -0.19 -0.10 0.30
H -1.6875 2.5056 -0.7053 -0.19 0.03 0.33 0.43
H -1.7694 -0.6895 2.1970 -0.24 0.19 0.03 0.43
H -0.7940 0.7880 3.8819 -0.12 0.08 -0.20 0.39
H -0.7471 6.0256 2.0728 -0.23 0.03 0.33 0.53
H -2.9727 7.0868 1.7818 0.09 -0.19 0.26 0.33

=====

Entry 3:
72
Properties=species:S:1:pos:R:3:forces:R:3:mulliken_charge:R:1 method="wB97M-V/def2-TZVPD" de_lowest_kj_mol=406.4 gap_ha="0.2149 / 0.2219" s_squared=0.8229 homo_energy_ev="-5.60 / -5.80" spin_multiplicity=2 lumo_ev="0.244 / 0.243"
O 3.0755 1.9151 -0.5411 0.31 0.70 0.44 -0.45
C 2.8863 2.3341 -1.6510 -2.20 -1.31 -1.92 -0.15
C 1.9997 3.4661 -2.0877 -0.34 0.44 0.53 0.33
C 1.2300 4.0906 -1.0965 0.16 0.41 0.26 0.27
H 0.9355 3.5129 -0.2165 0.52 0.34 -0.06 0.09
C 0.8301 5.4152 -1.2532 -0.18 -0.18 -0.53 -0.66
H 0.2945 5.9157 -0.4433 0.22 -0.07 -0.32 0.40
C 1.0909 6.0667 -2.4703 0.18 -0.52 -0.19 -0.30
H 0.9232 7.1356 -2.5659 -0.18 -0.17 -0.07 0.38
C 1.5467 5.3248 -3.5809 -0.25 -0.26 0.19 -0.55
H 1.6098 5.7720 -4.5843 -0.10 -0.17 0.62 0.37
C 1.9315 3.9874 -3.4044 0.80 -0.10 0.75 -0.46
H 2.2335 3.3355 -4.2360 0.21 0.57 0.27 0.35
H 3.1493 1.6929 -2.5210 0.75 0.22 -0.06 0.30
C -0.1179 -0.7671 -3.9141 -0.95 -0.98 -1.65 -1.00
C -1.1873 -0.2160 -3.0305 3.93 0.71 -0.37 0.72
H -0.2162 -0.3837 -4.9458 -0.02 -0.37 0.02 0.42
H -0.1422 -1.8622 -3.9352 0.34 -0.02 -0.19 0.21
H 0.8881 -0.4294 -3.6136 -0.34 -0.10 0.37 0.10
C -1.7403 0.9937 -3.1894 -0.76 1.92 -0.33 -0.07
C -2.6781 1.4554 -4.2613 0.60 -0.23 -0.80 -1.32
H -1.3431 1.8612 -2.6581 -0.69 -0.33 0.90 0.25
H -2.2273 2.3530 -4.7242 -0.36 -0.20 -0.03 0.32
H -3.6553 1.7559 -3.8412 0.31 -0.34 -0.29 0.28
H -2.7544 0.6560 -5.0231 -0.47 0.48 0.19 0.33
Ti -1.2997 -0.4855 -1.1591 -1.27 0.28 0.80 0.02
Cl -1.2018 1.5344 -0.1554 0.03 1.08 0.74 -0.53
Cl -3.2291 -1.5775 -1.6318 -1.43 -0.93 0.17 -0.58
C -2.9062 -1.0993 1.3140 2.23 -0.47 -1.08 -0.02
O -1.7241 -1.3039 0.9105 -1.94 0.17 1.26 -0.24
N -3.5624 -1.9345 2.1148 -0.23 -0.35 0.16 0.33
C -3.0436 -3.2493 2.5155 -0.15 0.15 0.06 -0.87
C -4.9628 -1.6677 2.4163 -0.05 0.14 -0.02 -0.88
H -3.4772 -0.2134 0.9765 0.26 -0.28 0.31 0.32
H -1.9763 -3.3833 2.2882 -0.47 0.41 -0.07 0.12
H -3.6161 -4.0401 2.0023 0.18 0.26 0.18 0.34
H -3.1940 -3.3427 3.6015 0.06 -0.12 -0.29 0.34
H -5.1791 -0.6375 2.1027 -0.09 -0.36 0.15 0.28
H -5.1460 -1.7601 3.4954 0.05 0.03 -0.24 0.31
H -5.6405 -2.3535 1.8787 0.33 0.19 0.15 0.31
H 1.4652 -4.9261 -0.9511 -0.13 0.33 -0.23 0.31
H 3.9466 -3.7886 -0.6345 -0.07 0.15 -0.06 0.33
C 1.3803 -4.1433 -1.7236 0.25 0.18 0.17 -0.96
C 3.5846 -3.0120 -1.3166 -0.30 -0.06 0.10 -0.95
N 2.1180 -2.9432 -1.2862 0.15 0.07 -0.22 0.41
H 0.3305 -3.8905 -1.9087 0.34 -0.05 0.11 0.28
C 1.5504 -1.7748 -1.0150 -2.16 0.22 -0.31 0.37
O 0.2862 -1.5799 -1.0806 3.50 -1.28 0.13 -0.24
H 3.9789 -2.0390 -1.0153 0.06 -0.22 -0.01 0.30
H 2.2451 -0.9656 -0.7456 -0.44 -0.11 0.04 0.09
H 1.8542 -4.5279 -2.6409 -0.25 0.21 0.26 0.32
H 3.9306 -3.2473 -2.3288 -0.09 0.06 0.13 0.36
C 1.0636 2.2384 2.4330 -0.11 0.31 -0.23 -0.69
N 0.8244 1.0459 3.2146 0.14 -0.78 -0.15 0.35
C 0.7921 1.2435 4.6509 -0.13 -0.03 0.01 -1.11
C 0.9654 -0.1762 2.5860 0.14 0.01 -0.91 0.37
O 1.3097 -0.2680 1.3951 -0.05 0.21 1.15 -0.62
N 0.7469 -1.3466 3.2955 0.09 0.60 0.01 0.28
C -0.1229 -1.5063 4.4450 -0.03 -0.13 0.22 -1.15
C 1.0865 -2.5489 2.5707 0.08 -0.34 -0.30 -1.04
H 1.8458 2.8341 2.9157 0.02 -0.03 -0.11 0.50
H 0.1512 2.8459 2.3749 0.15 -0.07 -0.09 0.29
H 1.3879 1.9578 1.4321 -0.10 0.05 0.13 -0.18
H -0.2407 1.2439 5.0297 0.32 0.04 0.13 0.27
H 1.3866 0.4845 5.1708 -0.17 0.17 -0.04 0.37
H 1.2285 2.2271 4.8589 -0.07 -0.26 0.05 0.36
H -0.5979 -2.4956 4.3661 -0.01 0.39 0.08 0.43
H 0.4636 -1.4899 5.3777 -0.36 -0.03 -0.10 0.33
H -0.9095 -0.7395 4.5006 0.28 -0.30 -0.14 0.29
H 0.3709 -2.7472 1.7555 0.13 0.03 0.17 0.11
H 2.0814 -2.4384 2.1232 -0.22 -0.12 0.13 0.30
H 1.0925 -3.3934 3.2696 0.05 0.16 -0.13 0.49

=====

Entry 4:
16
Properties=species:S:1:pos:R:3:forces:R:3:mulliken_charge:R:1 method="wB97M-V/def2-TZVPD" smiles="N#C[C@@]1(N)CC=CC=N1" de_lowest_kj_mol=291.3 gap_ha=0.3466 homo_energy_ev=-9.45 lumo_ev=-0.023
N -2.9848 0.6162 -1.1852 0.47 -0.37 0.71 -0.46
C -2.1668 0.2562 -0.4534 -1.56 0.17 -1.18 -0.03
C -0.9937 -0.0762 0.2838 3.79 -2.55 -1.04 0.97
N -0.9807 -1.1504 1.2376 -0.49 -0.91 0.92 -0.64
C 0.1706 -0.7850 -0.9474 -4.14 0.93 -1.04 -0.96
C 1.5008 -0.1983 -0.9696 -2.35 2.07 2.50 -0.10
C 1.6200 0.9187 -0.2172 4.50 -0.57 -1.16 -0.34
C 0.6589 1.4179 0.6607 -0.21 -0.05 -1.06 -0.21
N -0.4899 1.0758 0.9316 -3.15 -0.69 0.49 -0.62
H -0.0357 -1.1831 1.6928 -1.59 0.11 -0.49 0.24
H -1.7531 -1.1889 1.9248 0.85 0.40 -0.52 0.25
H -0.4192 -0.7102 -1.9336 1.04 0.53 1.09 0.31
H 0.1323 -1.8574 -0.8674 0.24 -0.51 0.84 0.44
H 2.2114 -0.8028 -1.3913 2.22 -0.69 -1.20 0.45
H 2.6119 1.4694 0.0141 -1.38 -1.28 -1.06 0.20
H 0.9181 2.1979 1.2197 1.75 3.39 2.19 0.50

=====

Entry 5:
96
Properties=species:S:1:pos:R:3:forces:R:3:mulliken_charge:R:1 method="wB97M-V/def2-TZVPD" gap_ha="0.2388 / 0.0843" s_squared=0.7682 homo_energy_ev="-10.71 / -10.71" charge=+1 spin_multiplicity=2 lumo_ev="-4.217 / -8.420"
C 1.6547 1.5193 2.5875 -0.83 0.12 -0.87 -0.57
O 2.2496 1.9443 3.7845 -0.09 0.51 1.11 -0.32
C 2.6939 1.0863 4.6850 1.91 -0.47 0.88 0.73
O 2.7241 -0.1213 4.5817 -0.37 0.77 0.25 -0.57
O 3.2849 1.8340 5.6866 -1.21 -0.06 -0.28 -0.35
C 3.9880 1.2400 6.7946 0.70 -1.46 -0.79 -0.67
H 1.0611 2.3731 2.2608 0.45 0.19 -0.27 0.29
H 0.8938 0.7410 2.6457 0.41 -0.46 0.60 0.34
H 2.4106 1.2493 1.8501 -0.04 0.03 0.08 0.28
H 3.7349 0.1891 6.9346 -0.29 -0.01 -0.25 0.30
H 3.8956 1.6990 7.7789 -0.66 0.75 -0.57 0.27
H 5.0429 1.2491 6.5201 0.07 0.11 0.10 0.28
C -4.6005 -2.1830 -0.8992 0.67 1.38 -1.26 -0.63
O -5.4864 -3.2214 -1.2270 -0.64 -1.41 -0.06 -0.20
C -6.3176 -3.1812 -2.3060 -0.79 0.42 0.37 0.69
O -6.4028 -2.2523 -3.0788 0.07 -1.83 0.75 -0.52
O -7.1043 -4.3438 -2.2279 1.99 1.86 0.05 -0.29
C -7.8155 -4.6964 -3.3924 -1.22 -0.22 -0.91 -0.68
H -4.4397 -1.5206 -1.7498 -0.55 0.26 -0.09 0.40
H -3.5767 -2.5298 -0.7589 -0.20 -0.69 0.43 0.06
H -4.9206 -1.5809 -0.0489 -0.23 -0.31 0.02 0.32
H -8.3320 -3.8537 -3.8521 0.35 0.20 0.01 0.31
H -8.6094 -5.3974 -3.1344 0.15 0.05 0.55 0.26
H -7.2293 -5.2312 -4.1397 0.49 0.32 0.09 0.28
C 6.9882 -0.8397 -2.4674 0.67 0.59 0.86 -0.58
O 6.1454 -0.1738 -3.3974 -1.95 -0.19 -0.19 -0.35
C 4.8060 -0.0426 -3.0498 2.13 0.04 1.80 0.72
O 4.3348 -0.3191 -1.9580 0.34 -0.24 -1.26 -0.52
O 4.1977 0.5656 -4.0291 0.53 0.30 -1.39 -0.30
C 2.8125 0.6645 -3.9794 -2.42 -0.28 1.56 -0.20
H 6.6851 -1.8610 -2.2368 -0.22 0.19 0.01 0.24
H 7.1010 -0.2142 -1.5819 -0.57 -0.30 0.41 0.28
H 8.0209 -0.8403 -2.8162 -0.32 -0.15 -0.84 0.25
H 2.4338 0.9584 -3.0005 0.60 0.48 0.16 -0.12
H 2.3169 -0.3055 -4.0204 0.27 -0.29 -0.78 0.31
H 2.3400 1.3697 -4.6632 0.91 -0.20 -0.47 0.35
F 3.4782 -4.0552 3.9351 0.00 0.15 -0.93 -0.35
C 3.6312 -4.0296 2.5757 -0.17 -0.12 0.64 0.41
C 3.6693 -5.2276 1.9133 0.80 -0.88 -1.66 -0.56
C 3.9471 -5.2897 0.4918 -0.55 0.76 2.20 -0.65
C 4.0028 -4.0898 -0.1885 0.68 1.09 0.40 -0.59
C 3.9114 -2.8604 0.5187 -0.29 -0.98 0.32 -0.31
C 3.7493 -2.8279 1.9031 -0.35 0.41 -0.80 -0.48
H 3.6416 -6.1480 2.4777 -0.03 -0.06 0.14 0.45
H 4.1860 -6.2543 0.0688 -0.21 0.03 -0.27 0.51
H 4.3038 -3.9943 -1.2213 -0.25 -0.38 -0.22 0.49
H 3.9578 -1.9227 -0.0152 0.24 -0.04 -0.12 0.64
H 3.6416 -1.8691 2.3884 0.13 -0.04 0.37 0.56
F -5.5099 2.6175 -0.3863 0.13 0.43 0.16 -0.27
C -5.3142 3.9417 -0.1236 1.07 -0.31 -0.28 0.47
C -6.3886 4.7727 -0.0416 -1.00 1.10 0.79 -0.55
C -6.1986 6.1267 0.2809 0.60 -0.28 -0.85 -0.34
C -4.9060 6.6402 0.3150 -0.52 0.21 0.46 -0.64
C -3.8366 5.7876 0.1758 0.79 -0.67 0.04 0.04
C -4.0070 4.4274 -0.0014 -0.92 -0.50 -0.35 -0.56
H -7.4115 4.4385 -0.1337 0.08 -0.40 -0.09 0.38
H -7.0573 6.7755 0.3719 -0.03 0.01 0.09 0.36
H -4.6968 7.6824 0.5062 -0.25 0.12 -0.04 0.38
H -2.8168 6.1399 0.2224 0.02 0.26 0.02 0.33
H -3.1751 3.7476 -0.1117 0.09 0.01 0.06 0.40
F -3.3129 -3.8096 1.5248 2.46 -1.59 -0.81 -0.23
C -2.2176 -4.5421 1.1669 -2.34 -0.22 -0.40 0.34
C -2.3522 -5.5884 0.1995 0.40 -0.24 -0.89 -0.35
C -1.2377 -6.3270 -0.1539 -0.60 0.41 1.69 -0.51
C -0.0193 -6.1583 0.6137 -0.23 0.70 -1.65 -0.39
C 0.1232 -5.1328 1.5563 -2.23 1.58 0.32 0.02
C -1.0035 -4.2979 1.7744 2.31 -0.35 1.27 -0.18
H -3.2986 -5.7106 -0.3063 -0.13 -0.03 0.00 0.50
H -1.2604 -7.1120 -0.8953 -0.21 0.12 -0.11 0.45
H 0.8725 -6.6312 0.2299 0.10 -0.45 0.35 0.44
H 1.0802 -4.9313 2.0146 0.01 0.00 0.18 0.33
H -1.0269 -3.4872 2.4876 0.50 0.16 0.10 0.49
F -0.0369 4.4101 0.4171 -0.03 1.08 -0.98 -0.22
C 0.3195 5.3170 -0.5733 1.12 0.05 -0.18 0.60
C 1.0038 4.8386 -1.6935 -0.30 0.95 0.43 -0.25
C 1.5583 5.7690 -2.6115 -0.28 -2.22 0.33 -0.42
C 1.4502 7.1153 -2.4636 -1.01 0.41 1.65 -0.62
C 0.6992 7.5833 -1.3409 0.33 -0.79 -0.49 -0.38
C 0.1678 6.6959 -0.3708 0.37 -0.10 -0.96 -0.51
H 1.1365 3.7714 -1.7938 0.11 0.01 -0.20 0.24
H 2.0833 5.3416 -3.4529 0.17 0.07 -0.10 0.36
H 1.9775 7.7475 -3.1626 -0.34 0.37 0.09 0.40
H 0.5490 8.6516 -1.2881 -0.05 0.04 0.49 0.36
H -0.3219 7.0295 0.5322 -0.07 0.24 -0.06 0.50
C 1.2737 -0.5253 -0.2229 0.96 -3.70 1.38 -0.27
C 1.2006 0.7184 -0.6366 -0.57 3.16 -1.19 -0.35
C 0.0023 1.3938 -0.4569 -1.56 -0.05 -0.10 -0.24
C -1.0941 0.7151 0.0820 -0.27 -0.15 0.14 -0.87
C -0.9859 -0.5712 0.6083 1.21 -0.02 -0.39 -0.59
C 0.2663 -1.1658 0.4982 -0.23 -0.04 -0.14 0.28
H 2.1852 -1.0636 -0.4369 0.06 -0.11 0.21 -0.02
H 2.0585 1.1370 -1.1418 -0.07 0.32 0.10 0.63
H -0.2247 2.3890 -0.8096 0.46 0.06 -0.02 0.07
H -2.0876 1.1381 0.0995 0.07 0.52 -0.03 0.48
H -1.8271 -1.1014 1.0297 -0.13 0.15 0.21 0.51
H 0.5167 -2.1092 0.9603 -0.17 -0.28 -0.11 0.17

=====

Entry 6:
11
Properties=species:S:1:pos:R:3:forces:R:3:mulliken_charge:R:1 method="wB97M-V/def2-TZVPD" smiles="C=CC(=O)CF" de_lowest_kj_mol=71.4 gap_ha=0.3747 homo_energy_ev=-10.02 lumo_ev=0.173
C -2.0246 1.0113 -0.2934 1.47 -0.42 0.69 -0.63
C -0.8739 0.4223 -0.6540 -0.81 -0.75 -0.27 -0.28
C -0.0448 -0.1749 0.4230 -1.10 2.58 -1.13 0.63
O -0.5800 -0.3770 1.4675 0.51 -1.14 2.07 -0.53
C 1.4358 -0.1993 0.1958 0.24 0.58 1.61 -0.35
F 1.7045 -0.6670 -1.0510 0.51 -0.52 -0.32 -0.27
H -2.7178 1.5273 -0.9192 -0.25 0.01 -0.49 0.30
H -2.1781 1.0002 0.7948 -0.29 0.25 -0.56 0.23
H -0.4930 0.1430 -1.6162 -0.27 0.76 -0.84 0.35
H 1.9790 0.7556 0.3740 -0.90 -0.07 -0.51 0.25
H 1.7545 -0.7636 1.0575 0.90 -1.27 -0.26 0.31

=====

| no. | DFT total energy (eV) |
| --- | --- |
| 1 | -8901.423 |
| 2 | -99732.933 |
| 3 | -85756.792 |
| 4 | -10802.411 |
| 5 | -70442.622 |
| 6 | -8992.290 |